1.
Molecular formula: C4H33N2O12
Method: DFT, ωB97M-V with the def2-TZVPD basis set

Output
molecular weight	301.310	g/mol
Kohn-Sham gap	7.7	eV
lowest unoccupied orbital energy	2.630	eV
max |F|	0.1363	hartree/bohr
net charge	-1

Atoms and positions in Å:
1 C 1.202 0.665 -0.374
2 N 1.104 -0.036 -1.618
3 C 1.102 -0.334 0.857
4 C 1.839 0.541 2.090
5 N -0.227 -0.555 1.269
6 C -1.120 -1.647 0.589
7 O -2.209 -1.170 0.082
8 H 0.370 1.529 -0.346
9 H 2.261 1.001 -0.370
10 H 1.580 -0.838 -1.808
11 H 0.145 -0.309 -1.827
12 H 1.862 -1.096 0.658
13 H 1.670 -0.148 2.972
14 H 1.322 1.502 2.256
15 H 2.800 0.536 1.679
16 H -0.664 0.356 1.172
17 H -0.668 -2.278 -0.152
18 H -1.428 -2.245 1.455
19 H 1.260 -3.832 2.714
20 H 0.584 -2.611 3.223
21 O 0.916 -3.388 3.541
22 H -3.791 -1.831 -1.516
23 H -3.767 -2.559 -0.216
24 O -4.321 -2.523 -1.039
25 H 1.203 -3.439 -2.573
26 H 0.472 -2.445 -1.817
27 O 1.235 -2.936 -1.743
28 H 3.554 0.739 -1.993
29 H 3.628 1.365 -3.398
30 O 4.069 1.464 -2.448
31 H -1.633 -2.771 -2.568
32 H -1.232 -4.162 -2.247
33 O -1.060 -3.397 -2.765
34 H -0.508 1.760 2.786
35 H -1.492 2.925 2.983
36 O -0.558 2.679 2.959
37 H 1.309 4.818 1.519
38 H 0.586 3.510 2.037
39 O 0.986 3.990 1.182
40 H 2.445 4.256 -0.008
41 H 2.124 3.865 -1.513
42 O 2.715 4.346 -0.902
43 H -2.209 0.728 -1.486
44 H -1.941 1.754 -0.505
45 O -1.746 1.525 -1.436
46 H -2.373 0.526 1.324
47 H -3.479 1.407 1.627
48 O -2.563 1.351 1.665
49 H -2.035 -1.086 -1.222
50 H -1.256 -0.559 -2.468
51 O -2.064 -0.945 -2.283

***

2.
Molecular formula: C52H147N13O15
Method: DFT, ωB97M-V with the def2-TZVPD basis set

Output
molecular weight	1194.824	g/mol
Kohn-Sham gap	9.3	eV
lowest unoccupied orbital energy	0.510	eV
max |F|	0.0639	hartree/bohr
net charge	0

Atoms and positions in Å:
1 O -8.855 -21.458 20.702
2 H -7.930 -21.293 20.856
3 H -9.117 -22.393 20.801
4 O -5.035 -16.607 24.992
5 H -5.514 -16.139 25.691
6 H -4.617 -17.360 25.401
7 C -8.817 -16.091 16.726
8 C -10.113 -16.858 16.932
9 C -10.454 -17.768 15.803
10 O -10.645 -17.086 14.601
11 C -10.926 -17.964 13.506
12 N -10.023 -17.541 18.201
13 H -8.515 -15.415 17.508
14 H -8.880 -15.497 15.821
15 H -8.024 -16.828 16.610
16 H -10.974 -16.137 17.003
17 H -11.360 -18.375 16.096
18 H -9.700 -18.581 15.759
19 H -11.981 -18.169 13.470
20 H -10.263 -18.827 13.511
21 H -10.645 -17.353 12.601
22 H -9.436 -18.398 18.085
23 H -10.966 -17.899 18.436
24 C -13.999 -21.555 18.946
25 C -13.179 -20.305 18.789
26 C -13.270 -19.436 20.053
27 O -14.620 -19.100 20.308
28 C -14.802 -18.319 21.486
29 N -11.737 -20.526 18.579
30 H -15.035 -21.473 19.109
31 H -13.725 -22.127 19.852
32 H -13.840 -22.280 18.170
33 H -13.539 -19.701 17.922
34 H -12.644 -18.536 20.008
35 H -12.886 -20.130 20.828
36 H -14.141 -17.415 21.575
37 H -14.622 -18.945 22.371
38 H -15.864 -18.059 21.500
39 H -11.384 -21.066 19.346
40 H -11.620 -21.028 17.705
41 C -12.695 -18.908 26.462
42 C -11.432 -19.291 27.293
43 C -11.272 -18.404 28.502
44 O -10.252 -18.972 29.331
45 C -9.978 -18.322 30.568
46 N -11.458 -20.720 27.486
47 H -13.650 -19.076 26.993
48 H -12.811 -19.592 25.595
49 H -12.948 -17.893 26.165
50 H -10.599 -19.058 26.639
51 H -12.225 -18.320 29.050
52 H -11.085 -17.368 28.082
53 H -9.399 -17.383 30.476
54 H -9.332 -18.992 31.204
55 H -10.855 -18.080 31.176
56 H -10.727 -21.019 28.115
57 H -12.370 -21.019 27.866
58 C -11.606 -14.105 28.650
59 C -12.693 -14.182 27.597
60 C -12.087 -14.252 26.139
61 O -11.227 -15.390 26.029
62 C -10.495 -15.289 24.785
63 N -13.565 -15.358 27.817
64 H -11.021 -15.000 28.694
65 H -12.098 -13.954 29.615
66 H -10.914 -13.358 28.468
67 H -13.286 -13.263 27.740
68 H -11.538 -13.318 25.889
69 H -12.913 -14.337 25.434
70 H -9.798 -16.123 24.605
71 H -9.853 -14.399 24.733
72 H -11.158 -15.292 23.959
73 H -14.213 -15.419 27.013
74 H -12.954 -16.185 27.666
75 C -16.515 -12.895 27.360
76 C -17.332 -14.170 27.563
77 C -17.288 -15.069 26.309
78 O -15.966 -15.165 25.894
79 C -15.846 -15.630 24.512
80 N -16.805 -14.931 28.731
81 H -15.476 -13.169 27.220
82 H -16.636 -12.265 28.231
83 H -16.911 -12.330 26.527
84 H -18.361 -13.870 27.735
85 H -17.999 -14.713 25.549
86 H -17.636 -16.035 26.596
87 H -16.457 -15.017 23.868
88 H -16.034 -16.753 24.382
89 H -14.821 -15.472 24.269
90 H -17.156 -15.874 28.884
91 H -15.782 -15.084 28.679
92 C -10.293 -14.186 20.286
93 C -11.612 -14.792 20.697
94 C -12.653 -14.816 19.615
95 O -12.991 -13.511 19.090
96 C -13.682 -13.747 17.882
97 N -11.419 -16.200 21.129
98 H -9.607 -14.064 21.129
99 H -10.358 -13.188 19.865
100 H -9.874 -14.936 19.648
101 H -11.961 -14.256 21.554
102 H -13.584 -15.290 19.994
103 H -12.320 -15.448 18.797
104 H -14.027 -12.797 17.451
105 H -14.510 -14.430 17.980
106 H -12.994 -14.180 17.142
107 H -10.847 -16.160 21.947
108 H -10.934 -16.744 20.431
109 C -13.138 -22.334 23.483
110 C -12.081 -23.397 23.866
111 C -10.861 -23.216 22.984
112 O -11.168 -23.369 21.582
113 C -11.235 -24.695 21.187
114 N -11.566 -23.127 25.238
115 H -13.978 -22.312 24.200
116 H -13.545 -22.473 22.467
117 H -12.748 -21.301 23.519
118 H -12.437 -24.468 23.855
119 H -10.060 -23.938 23.286
120 H -10.440 -22.230 23.166
121 H -11.482 -24.694 20.147
122 H -11.942 -25.401 21.633
123 H -10.246 -25.189 21.244
124 H -11.753 -22.214 25.608
125 H -11.975 -23.790 25.903
126 C -7.661 -12.266 27.194
127 C -6.840 -13.511 27.401
128 C -7.610 -14.704 26.797
129 O -6.791 -15.859 27.109
130 C -7.336 -17.162 26.757
131 N -5.491 -13.306 26.762
132 H -7.036 -11.396 27.154
133 H -8.418 -12.212 27.945
134 H -8.242 -12.379 26.279
135 H -6.646 -13.726 28.432
136 H -7.679 -14.643 25.691
137 H -8.629 -14.818 27.127
138 H -8.322 -17.259 27.232
139 H -6.701 -17.937 27.196
140 H -7.369 -17.247 25.667
141 H -4.819 -14.016 27.092
142 H -5.588 -13.364 25.756
143 C -5.496 -23.412 20.785
144 C -5.079 -22.003 20.512
145 C -5.579 -21.481 19.199
146 O -4.675 -21.959 18.121
147 C -4.977 -21.486 16.849
148 N -5.829 -21.083 21.528
149 H -4.910 -24.091 20.204
150 H -6.563 -23.571 20.500
151 H -5.387 -23.780 21.789
152 H -4.034 -21.963 20.705
153 H -5.548 -20.410 19.351
154 H -6.588 -21.807 18.963
155 H -4.718 -20.444 16.730
156 H -6.061 -21.586 16.742
157 H -4.488 -22.114 16.075
158 H -5.585 -21.409 22.476
159 H -5.425 -20.160 21.456
160 C -6.600 -14.174 23.060
161 C -5.248 -14.288 22.362
162 C -4.996 -13.002 21.496
163 O -6.020 -12.744 20.543
164 C -6.098 -13.715 19.544
165 N -4.183 -14.362 23.351
166 H -7.421 -14.276 22.310
167 H -6.706 -13.326 23.684
168 H -6.743 -14.941 23.850
169 H -5.176 -15.176 21.742
170 H -3.973 -12.934 20.981
171 H -4.900 -12.220 22.301
172 H -6.358 -14.705 19.927
173 H -5.178 -13.785 18.931
174 H -6.955 -13.459 18.916
175 H -4.243 -15.307 23.704
176 H -3.311 -14.183 22.817
177 C -7.936 -22.211 24.528
178 C -7.068 -21.329 25.402
179 C -7.518 -21.410 26.844
180 O -6.623 -20.591 27.616
181 C -6.999 -20.616 28.958
182 N -5.678 -21.778 25.210
183 H -8.184 -23.148 25.082
184 H -7.526 -22.378 23.558
185 H -8.960 -21.845 24.379
186 H -7.215 -20.268 25.033
187 H -7.454 -22.427 27.226
188 H -8.559 -21.062 26.879
189 H -6.490 -19.800 29.467
190 H -6.733 -21.577 29.470
191 H -8.051 -20.411 29.066
192 H -5.751 -22.738 24.943
193 H -5.149 -21.658 26.039
194 C -3.425 -17.980 21.074
195 C -3.557 -17.766 19.565
196 C -2.697 -18.738 18.712
197 O -1.349 -18.422 19.038
198 C -0.399 -19.210 18.322
199 N -4.970 -17.870 19.183
200 H -3.900 -17.209 21.718
201 H -2.358 -17.898 21.247
202 H -3.793 -18.964 21.363
203 H -3.136 -16.755 19.312
204 H -2.860 -18.541 17.606
205 H -2.943 -19.763 18.944
206 H -0.647 -20.256 18.307
207 H 0.571 -19.050 18.847
208 H -0.286 -18.915 17.306
209 H -5.098 -17.536 18.215
210 H -5.579 -17.363 19.811
211 C -6.977 -18.334 23.000
212 C -7.729 -18.346 21.721
213 C -9.164 -18.846 21.963
214 O -9.812 -18.012 22.928
215 C -10.911 -18.678 23.564
216 N -7.663 -16.960 21.166
217 H -7.729 -18.055 23.764
218 H -6.199 -17.578 22.833
219 H -6.466 -19.231 23.255
220 H -7.310 -18.906 20.870
221 H -9.177 -19.869 22.276
222 H -9.744 -18.923 21.046
223 H -10.597 -19.497 24.270
224 H -11.523 -19.089 22.726
225 H -11.477 -17.975 24.114
226 H -8.134 -17.012 20.245
227 H -8.115 -16.232 21.716

***

3.
Molecular formula: C4H11NOS
Method: DFT, ωB97M-V with the def2-TZVPD basis set

Output
molecular weight	121.205	g/mol
structure (SMILES)	CN[C@@H](CO)CS
Kohn-Sham gap	9.2	eV
lowest unoccupied orbital energy	0.766	eV
max |F|	0.0186	hartree/bohr
net charge	0

Atoms and positions in Å:
1 C 1.004 -1.480 -1.181
2 N 0.606 -1.444 0.221
3 C -0.158 -0.275 0.669
4 C -1.328 0.105 -0.250
5 S -2.699 0.895 0.651
6 C 0.837 0.869 0.890
7 O 0.238 2.164 0.670
8 H 1.939 -2.026 -1.284
9 H 1.211 -0.460 -1.515
10 H 0.218 -1.850 -1.841
11 H 0.163 -2.300 0.514
12 H -0.585 -0.592 1.622
13 H -0.978 0.722 -1.074
14 H -1.757 -0.790 -0.712
15 H -2.387 2.163 0.365
16 H 1.669 0.741 0.205
17 H 1.183 0.859 1.919
18 H 0.824 2.701 0.132

***

4.
Molecular formula: C2H2Cl2O
Method: DFT, ωB97M-V with the def2-TZVPD basis set

Output
molecular weight	112.943	g/mol
structure (SMILES)	C=C(Cl)OCl
Kohn-Sham gap	9.9	eV
lowest unoccupied orbital energy	0.267	eV
max |F|	0.0809	hartree/bohr
net charge	0

Atoms and positions in Å:
1 C 0.937 -0.069 -0.722
2 C -0.265 -0.046 -0.160
3 O -0.299 0.705 1.217
4 Cl -1.706 -0.871 -0.390
5 Cl -1.476 0.249 2.297
6 H 1.011 -0.476 -1.825
7 H 1.799 0.509 -0.417

***

5.
Molecular formula: C14H25BIO3P2Y
Method: DFT, ωB97M-V with the def2-TZVPD basis set

Output
molecular weight	529.921	g/mol
Kohn-Sham gap	4.2	eV
lowest unoccupied orbital energy	-8.233	eV
max |F|	0.0612	hartree/bohr
net charge	+2

Atoms and positions in Å:
1 C 2.872 -0.423 -0.560
2 I 0.280 -1.625 -0.568
3 H 3.829 0.115 -0.492
4 H 2.342 -0.289 0.376
5 H 2.328 0.078 -1.344
6 Y -0.213 2.440 -3.262
7 P 3.082 -2.270 -0.957
8 C 2.981 -2.824 0.734
9 C 2.407 -3.646 -1.963
10 H 3.161 -4.471 -1.976
11 H 5.125 -3.234 -1.579
12 H 2.178 -3.398 -3.015
13 H 4.657 -1.899 -2.747
14 H 2.108 -2.423 1.238
15 H 1.495 -4.054 -1.509
16 C 4.743 -2.198 -1.680
17 H 2.949 -3.901 0.734
18 H 5.353 -1.462 -1.122
19 H 3.876 -2.417 1.166
20 P -0.738 2.889 -0.750
21 C -1.401 4.094 0.526
22 C 0.096 4.317 -2.146
23 H -2.103 1.501 -2.696
24 H -2.853 3.071 -2.028
25 H -2.622 1.571 -1.054
26 C -2.167 2.250 -1.779
27 H 0.639 4.467 -3.135
28 H -0.876 4.846 -2.219
29 H -1.940 4.951 0.104
30 H -0.627 4.548 1.161
31 H 0.797 4.645 -1.374
32 H -2.100 3.624 1.225
33 C -0.044 1.634 0.464
34 O 0.926 1.976 1.146
35 O -2.331 0.408 0.529
36 B -0.877 0.296 0.824
37 O -0.748 -0.377 2.068
38 C -2.011 -0.771 2.400
39 C -2.366 -1.681 3.384
40 C -3.733 -1.959 3.542
41 C -4.700 -1.384 2.727
42 C -4.333 -0.514 1.686
43 C -2.984 -0.239 1.529
44 H -1.595 -2.101 4.030
45 H -4.045 -2.576 4.385
46 H -5.740 -1.554 2.928
47 H -5.075 -0.029 1.050

***

6.
Molecular formula: C7H17BO2
Method: DFT, ωB97M-V with the def2-TZVPD basis set

Output
molecular weight	144.023	g/mol
Kohn-Sham gap	9.4	eV
lowest unoccupied orbital energy	0.391	eV
max |F|	0.0781	hartree/bohr
net charge	0

Atoms and positions in Å:
1 B -0.867 -0.111 0.294
2 C -1.607 -0.030 -1.119
3 C 2.527 -2.091 -0.710
4 C -0.071 3.187 0.753
5 C 1.003 -1.908 -0.465
6 C -1.437 2.429 1.077
7 C 0.870 -0.574 0.178
8 C -1.615 0.975 1.257
9 O -1.245 -1.545 1.160
10 O -2.475 0.512 2.007
11 H -1.279 -0.730 -1.931
12 H -1.401 0.962 -1.497
13 H -2.730 -0.260 -1.085
14 H 3.077 -1.723 0.157
15 H 2.880 -1.352 -1.543
16 H 2.977 -3.141 -0.831
17 H 0.403 2.398 0.173
18 H -0.185 4.108 0.096
19 H 0.605 3.501 1.490
20 H 0.681 -2.760 0.304
21 H 0.325 -2.025 -1.335
22 H -2.057 3.033 1.812
23 H -2.002 2.616 0.158
24 H 1.345 0.055 -0.590
25 H 1.457 -0.395 1.116
26 H -1.928 -2.091 0.691
27 H -1.534 -1.033 1.923

***

7.
Molecular formula: C4H15N4
Method: DFT, ωB97M-V with the def2-TZVPD basis set

Output
molecular weight	119.192	g/mol
structure (SMILES)	CN[C@@H](N)[C@H](N)[NH2+]C
Kohn-Sham gap	10.5	eV
lowest unoccupied orbital energy	-2.862	eV
max |F|	0.0956	hartree/bohr
net charge	+1

Atoms and positions in Å:
1 C 0.023 0.431 2.512
2 C -1.303 1.048 -2.107
3 C 0.369 -1.062 0.527
4 C 0.547 -0.264 -0.898
5 N -0.322 -2.278 0.143
6 N 1.989 -0.050 -1.074
7 N -0.449 -0.255 1.378
8 N -0.331 0.938 -0.892
9 H 0.735 1.263 2.256
10 H -0.789 0.953 3.093
11 H 0.623 -0.123 3.284
12 H -0.794 1.059 -3.072
13 H -2.260 0.467 -2.043
14 H -1.605 2.041 -1.743
15 H 1.514 -1.184 0.811
16 H 0.286 -0.831 -1.757
17 H -0.389 -3.037 0.896
18 H 0.213 -2.787 -0.526
19 H 2.160 0.087 -2.041
20 H 2.428 0.660 -0.418
21 H -1.105 -0.831 1.861
22 H -0.819 0.925 0.073
23 H 0.360 1.739 -1.072

***

8.
Molecular formula: C6H6O
Method: DFT, ωB97M-V with the def2-TZVPD basis set

Output
molecular weight	94.113	g/mol
Kohn-Sham gap (alpha / beta)	7.4 / 7.4	eV
lowest unoccupied orbital energy (alpha / beta)	-0.771 / -0.770	eV
max |F|	0.0100	hartree/bohr
net charge	0

Atoms and positions in Å:
1 C 3.001 -0.443 0.783
2 C 1.807 -0.352 0.641
3 C 0.384 -0.258 0.514
4 C -0.294 0.966 0.496
5 C -1.697 0.916 0.027
6 O -1.246 0.447 -1.206
7 C -0.376 -1.253 -0.108
8 H 4.061 -0.519 0.891
9 H 0.251 1.903 0.588
10 H -2.360 0.241 0.595
11 H -2.187 1.898 -0.036
12 H 0.134 -2.060 -0.630
13 H -1.431 -1.408 0.076